Entry 1:
113
Properties=species:S:1:pos:R:3 method="wB97M-V/def2-TZVPD" spin_multiplicity=1 homo_energy_ha=-0.3534 smiles="CC(C)CCO[P@](=O)(O)OCCCCS(=O)(=O)Cl.CCOCC.CCOCC.CCOCC.CCOCC.CCOCC" e_lumo_ha=-0.049
C 9.03699 1.31418 -0.33585
C 8.29318 0.69583 -1.69433
C 9.06327 1.09858 -3.08494
C 6.69961 1.07194 -1.64335
C 6.31084 2.55719 -2.21423
O 6.28831 3.62587 -1.18306
P 4.69915 4.40867 -1.28943
O 4.38240 4.93437 -2.77384
O 4.61117 5.86355 -0.27451
O 3.55326 3.18883 -0.74364
C 2.20808 3.76013 -0.56426
C 1.39365 3.82134 -2.00791
C 1.50680 2.38689 -2.84411
C 0.36717 1.29172 -2.38479
S 0.97478 -0.01784 -1.19188
O 0.63430 0.35437 0.27208
O 0.21070 -1.34536 -1.54924
Cl 3.01442 -0.45514 -1.33589
H 10.20510 1.36080 -0.47966
H 8.54934 2.38444 -0.17922
H 8.72989 0.59766 0.55255
H 8.35773 -0.49273 -1.60890
H 8.35580 1.47294 -3.94230
H 9.85061 1.94667 -2.79226
H 9.70197 0.20518 -3.50991
H 6.06160 0.25587 -2.21279
H 6.37232 1.00210 -0.49811
H 5.20668 2.46173 -2.65869
H 6.97483 2.94746 -3.09518
H 5.22934 5.76774 0.50816
H 1.59727 2.98981 0.11145
H 2.20729 4.79137 0.00854
H 0.26702 4.04019 -1.75662
H 1.77157 4.70657 -2.70785
H 2.58218 1.92361 -2.82787
H 1.25924 2.65490 -3.98078
H -0.12250 0.72907 -3.31310
H -0.52489 1.89555 -1.87430
C -5.37064 -3.05158 -3.85889
C -4.42926 -1.86154 -3.94695
O -3.93870 -1.43060 -2.67993
C -3.19059 -2.38560 -1.93101
C -1.94326 -2.87344 -2.64834
H -6.22512 -2.81744 -3.21135
H -5.74413 -3.31780 -4.85319
H -4.87762 -3.93147 -3.44095
H -4.97371 -1.01498 -4.37735
H -3.59557 -2.06733 -4.62506
H -3.83279 -3.22345 -1.64015
H -2.89073 -1.89064 -1.00016
H -2.18260 -3.38425 -3.58420
H -1.38974 -3.57363 -2.01594
H -1.28891 -2.03032 -2.89433
C -1.10867 1.04745 2.43960
C -0.39467 1.83219 3.52797
O -0.98682 3.10104 3.79455
C -2.34260 3.08844 4.23533
C -2.55042 2.31984 5.52934
H -1.13846 1.62522 1.50711
H -0.59335 0.09987 2.25107
H -2.14045 0.81767 2.71269
H 0.63244 2.02699 3.20326
H -0.31972 1.24864 4.45050
H -2.99380 2.70902 3.44098
H -2.63102 4.13358 4.39621
H -2.28498 1.26490 5.42603
H -3.59792 2.37343 5.83989
H -1.92635 2.73725 6.32674
C -5.29289 -7.20731 0.51015
C -4.11906 -8.03818 0.01827
O -4.31685 -8.58627 -1.28256
C -4.52329 -7.65240 -2.33985
C -3.36314 -6.69030 -2.53171
H -6.21150 -7.80761 0.51672
H -5.10352 -6.84125 1.52461
H -5.47534 -6.34094 -0.12866
H -3.97969 -8.88491 0.69792
H -3.18854 -7.46335 0.04885
H -5.46379 -7.11260 -2.18784
H -4.65020 -8.23857 -3.25728
H -3.19401 -6.07139 -1.64719
H -3.55786 -6.02274 -3.37611
H -2.43710 -7.24163 -2.72670
C 3.12908 -2.58160 2.27028
C 3.74516 -3.12878 0.99310
O 4.89757 -3.93655 1.21930
C 4.70833 -5.10251 2.01763
C 3.69942 -6.07730 1.43431
H 3.86701 -1.99359 2.83060
H 2.27161 -1.94170 2.03730
H 2.78091 -3.37929 2.92937
H 4.06835 -2.28769 0.37146
H 3.00658 -3.68041 0.40366
H 4.43906 -4.81944 3.04055
H 5.68242 -5.60078 2.08295
H 2.70339 -5.63544 1.35238
H 3.62086 -6.96712 2.06568
H 4.00346 -6.38653 0.42859
C -7.62959 6.28947 3.04434
C -6.82697 7.48702 2.56286
O -5.67698 7.75761 3.36036
C -4.70209 6.72042 3.44047
C -4.11742 6.33493 2.09216
H -7.94830 6.43458 4.08435
H -8.51781 6.14858 2.41966
H -7.04677 5.36698 3.00872
H -7.46131 8.37770 2.61412
H -6.54076 7.37376 1.51286
H -5.12053 5.84852 3.95400
H -3.89499 7.09576 4.08007
H -4.87873 5.94489 1.41224
H -3.35130 5.56400 2.21584
H -3.66322 7.20647 1.60879



Entry 2:
122
Properties=species:S:1:pos:R:3 method="wB97M-V/def2-TZVPD" spin_multiplicity=1 homo_energy_ha=-0.3384 smiles="O=C1OC[C@@H](F)O1.O=C1OC[C@@H](F)O1.COP(=O)(OC)OC.COC[C@H](C)N.COC[C@H](C)N.COC[C@H](C)N.COC[C@H](C)N.COC[C@H](C)N" e_lumo_ha=0.008
C -5.09506 2.07372 -28.77872
C -5.85199 1.29736 -27.65749
C -6.03527 -0.14604 -27.89000
O -7.05280 -0.46921 -28.76858
C -8.37143 -0.28630 -28.33468
N -5.11035 1.55368 -26.40697
H -4.01472 1.96756 -28.87717
H -5.30723 3.12996 -28.61308
H -5.42026 1.90635 -29.80553
H -6.81731 1.80155 -27.61223
H -6.18871 -0.63449 -26.92773
H -5.12162 -0.57130 -28.30533
H -8.64803 -0.33969 -27.28171
H -9.06668 -0.97897 -28.80895
H -8.70865 0.71799 -28.59114
H -5.18522 2.55822 -26.33349
H -5.61436 1.09374 -25.66229
C -10.49787 8.72278 -19.35121
C -10.52576 7.36567 -20.15557
C -11.33048 6.18789 -19.53460
O -11.17092 5.17113 -20.41183
C -11.64494 3.89884 -19.95749
N -11.01221 7.73467 -21.48111
H -10.20287 8.58416 -18.31109
H -11.55839 8.96497 -19.28233
H -9.94161 9.58734 -19.71345
H -9.53766 6.91712 -20.25831
H -12.34157 6.42168 -19.20122
H -10.91602 5.85724 -18.58225
H -12.68142 3.86567 -19.62177
H -10.96973 3.57480 -19.16553
H -11.51290 3.25157 -20.82450
H -12.00289 7.89789 -21.37155
H -11.06745 6.80384 -21.86921
C -12.40274 -1.64315 -29.57354
C -12.24147 -3.09105 -29.11245
C -11.22624 -3.38349 -27.93755
O -11.36756 -4.63416 -27.33891
C -10.51008 -5.59719 -27.74655
N -13.54852 -3.55573 -28.79341
H -12.88596 -0.99837 -28.83946
H -13.06727 -1.62261 -30.43730
H -11.45912 -1.19331 -29.88228
H -11.96708 -3.71274 -29.96469
H -11.32056 -2.73852 -27.06393
H -10.18659 -3.27798 -28.24755
H -9.52204 -5.25943 -28.05928
H -10.98252 -6.18930 -28.53033
H -10.42648 -6.27993 -26.90099
H -13.56775 -4.51543 -28.47925
H -13.83305 -3.04478 -27.96996
C -10.54805 5.44627 -28.26814
C -9.42600 5.03896 -27.33446
C -9.87884 5.18525 -25.83093
O -8.77185 5.17169 -24.92553
C -9.21782 5.46794 -23.56690
N -9.08717 3.66724 -27.63931
H -11.30138 4.67631 -28.43473
H -10.31148 5.73031 -29.29354
H -10.98886 6.35773 -27.86437
H -8.60028 5.69346 -27.61359
H -10.45366 4.31085 -25.52580
H -10.49326 6.07258 -25.67850
H -8.36658 5.47609 -22.88614
H -9.93376 4.77296 -23.12812
H -9.73109 6.42932 -23.54693
H -8.63666 3.63916 -28.54283
H -8.41648 3.43658 -26.92023
C -11.65251 -0.80070 -20.27478
C -11.16875 -1.36414 -18.90644
C -10.98832 -2.89355 -18.95644
O -10.48348 -3.29125 -17.66474
C -10.34156 -4.70559 -17.44652
N -9.89517 -0.79671 -18.59191
H -10.96355 -0.99029 -21.09787
H -11.82104 0.27575 -20.24391
H -12.66273 -1.16113 -20.46881
H -11.90280 -1.18342 -18.12120
H -10.26599 -3.15825 -19.72862
H -11.94944 -3.37811 -19.12839
H -9.93722 -4.88346 -16.45004
H -9.66172 -5.14864 -18.17428
H -11.27563 -5.24800 -17.59278
H -9.86377 0.11710 -18.16287
H -9.60321 -1.40759 -17.84246
C -3.87453 -2.06291 -23.61473
O -5.06979 -1.67586 -22.92455
P -6.48253 -1.44258 -23.66611
O -6.58622 -0.14079 -24.31886
O -6.64893 -2.69841 -24.64921
C -7.84903 -2.74941 -25.50524
O -7.57183 -1.63478 -22.49153
C -7.82821 -2.94124 -21.92791
H -3.20134 -2.47851 -22.86493
H -3.51146 -1.10977 -23.99919
H -3.97944 -2.79456 -24.41583
H -8.36908 -3.70665 -25.54196
H -7.55370 -2.54095 -26.53355
H -8.65270 -2.05578 -25.25809
H -7.05528 -3.14207 -21.18605
H -7.81780 -3.70268 -22.70779
H -8.80463 -3.08532 -21.46537
C -8.41731 2.00785 -20.68745
C -7.47118 1.98278 -21.87938
O -6.28536 2.17581 -21.11957
C -6.51265 3.00169 -20.19051
O -5.68975 3.74226 -19.72553
O -7.80934 3.05822 -19.95219
F -7.58127 2.98344 -22.79446
H -8.37381 1.02399 -20.22030
H -9.45777 2.23638 -20.91838
H -7.32138 1.04493 -22.41426
C -9.59086 1.01471 -25.10673
C -11.01281 1.03905 -25.82503
O -11.87186 0.80645 -24.71458
C -11.29952 1.44963 -23.61489
O -11.92231 1.57359 -22.59546
O -9.95337 1.70051 -23.89155
F -11.08257 0.08687 -26.76824
H -8.87720 1.50301 -25.77032
H -9.21577 0.01591 -24.88355
H -11.25029 2.00197 -26.27722



Entry 3:
122
Properties=species:S:1:pos:R:3 method="wB97M-V/def2-TZVPD" spin_multiplicity=1 homo_energy_ha=-0.4010 de_lowest_kj_mol=180.2 e_lumo_ha=-0.154 total_charge=+1
Na 7.67462 12.09332 7.77646
Na 9.19699 10.55666 2.64578
C 11.35681 14.28520 4.92341
F 11.61212 14.19274 3.62009
F 12.41228 14.63343 5.61493
F 10.36127 15.14907 5.03010
S 10.72564 12.54424 5.50686
O 10.12548 11.99789 4.27545
O 11.94615 11.83405 5.85392
O 9.75744 12.68177 6.59473
C 13.69077 9.75932 10.34970
O 12.45130 9.46937 10.98646
C 11.84275 8.28244 10.51178
C 11.45878 8.10055 9.05873
O 12.55691 8.10569 8.15455
C 12.50464 9.12926 7.17205
H 14.28169 10.47678 10.91600
H 13.48900 10.26178 9.39817
H 14.20240 8.81179 10.17088
H 10.92117 8.27501 11.09949
H 12.48728 7.45272 10.82718
H 10.72218 8.87240 8.80708
H 11.02350 7.10990 8.91170
H 12.14483 10.08004 7.56450
H 11.79414 8.75682 6.42238
H 13.43254 9.29666 6.62985
C 7.12230 15.28291 3.57921
O 6.14373 15.86988 4.35729
C 5.35726 14.90825 5.07416
C 4.13353 15.63848 5.59754
O 3.41060 14.90364 6.57178
C 3.21777 13.50575 6.27301
H 7.90555 14.73554 4.12635
H 7.62365 16.00361 2.93089
H 6.75338 14.52998 2.86325
H 6.06480 14.69506 5.89693
H 5.28908 13.92928 4.59198
H 3.52564 16.00263 4.76514
H 4.51956 16.52880 6.09198
H 2.45521 13.07282 6.91305
H 4.21112 13.06295 6.33767
H 2.79612 13.50015 5.26410
C 11.50688 17.51449 3.92942
O 11.56088 18.92215 3.99318
C 10.85470 19.63979 3.00180
C 9.31439 19.59200 3.10535
O 8.85479 18.37582 2.53117
C 7.51242 18.39041 2.15306
H 11.90015 17.14383 4.87464
H 12.10237 17.18569 3.07263
H 10.47428 17.16592 3.88852
H 11.18243 19.25843 2.03038
H 11.15405 20.67346 3.16548
H 8.85014 20.51278 2.74662
H 9.05616 19.47952 4.16723
H 6.78884 18.31068 2.97453
H 7.23611 17.50954 1.56416
H 7.23810 19.21838 1.49283
C 17.38224 8.02199 1.03794
O 17.98674 9.03582 1.80413
C 17.44874 9.30578 3.07339
C 16.21769 10.21722 3.02681
O 15.86808 10.52767 4.38105
C 14.65129 11.22451 4.54844
H 18.00195 7.49206 0.31320
H 16.58031 8.47915 0.45132
H 17.03896 7.22645 1.70798
H 18.25094 9.74682 3.66136
H 17.14679 8.35415 3.52426
H 15.28863 9.73613 2.69957
H 16.37165 11.12513 2.43680
H 14.74135 12.28733 4.30483
H 14.38311 11.16068 5.59929
H 13.85162 10.77978 3.94777
C 3.84180 20.67614 7.78627
O 4.39243 19.67403 6.94191
C 5.80666 19.63355 7.13696
C 6.48918 18.68543 6.18108
O 7.80015 18.48159 6.67305
C 8.42963 17.35248 6.11678
H 2.77429 20.61397 8.00015
H 4.13035 21.69639 7.53741
H 4.15573 20.54971 8.83400
H 5.87412 19.26559 8.16784
H 6.32339 20.59758 7.14672
H 6.56238 19.15297 5.19472
H 6.00114 17.70619 6.18808
H 7.87767 16.44435 6.39304
H 9.49307 17.31283 6.32895
H 8.28679 17.39898 5.02744
C 4.68959 11.76104 9.44322
O 5.83455 12.62058 9.41677
C 5.58037 14.00689 9.15627
C 6.82990 14.82863 9.22039
O 7.86391 14.39625 8.32789
C 9.08461 15.09114 8.53269
H 3.90238 12.25571 10.01286
H 5.03390 10.79876 9.80889
H 4.34783 11.64053 8.41062
H 4.88849 14.28994 9.95207
H 5.19439 14.11627 8.13906
H 7.31884 14.93328 10.19359
H 6.51907 15.83517 8.91604
H 9.58561 14.54667 9.34423
H 9.02899 16.11241 8.91368
H 9.76385 15.03770 7.68841
C 16.78292 11.55212 -0.60127
O 15.56031 12.08460 -0.13738
C 15.68641 13.46371 0.16132
C 14.53047 13.89664 1.07727
O 13.33092 13.92916 0.31624
C 12.67446 15.16802 0.25924
H 16.85481 11.92892 -1.63145
H 16.80741 10.46676 -0.57408
H 17.67340 11.94657 -0.10089
H 15.63808 14.07054 -0.74751
H 16.62560 13.63298 0.69742
H 14.80665 14.93056 1.31130
H 14.35286 13.26624 1.94743
H 12.10884 15.36651 1.17617
H 11.92580 15.10185 -0.53285
H 13.28698 16.03759 0.00425



Entry 4:
113
Properties=species:S:1:pos:R:3 method="wB97M-V/def2-TZVPD" spin_multiplicity=3 homo_energy_ha="-0.5722 / -0.5759" e_lumo_ha="-0.301 / -0.289" total_charge=+3
W -0.05851 0.78782 0.16258
C 3.67952 -3.28055 -0.54574
N 2.26557 -3.48416 -0.82810
C 1.86389 -4.87027 -0.59418
C 1.68202 -2.83334 -1.93121
N 1.22936 -1.62494 -1.78057
C 0.88289 -0.95065 -3.01432
C 0.35993 0.45260 -2.80711
N -0.86050 0.62957 -1.91853
C -1.87619 -0.46040 -2.07149
C -2.42205 -0.86522 -0.71869
N -1.32992 -1.00855 0.24953
C -1.24756 -2.12322 0.97285
N -1.63079 -3.31767 0.50906
C -1.57994 -3.67651 -0.89869
C -2.02542 -4.42242 1.38624
N -0.73417 -2.04157 2.25300
C 0.19704 -3.06641 2.71450
C -1.62676 -1.51689 3.28696
C -1.44550 1.94478 -2.28082
C -2.48834 2.32885 -1.27010
N -1.98943 2.12226 0.11076
C -2.81248 2.70546 1.00931
N -4.12571 2.90777 0.72543
C -5.02628 1.89845 0.18570
C -4.80826 4.13605 1.13731
N -2.40241 3.18079 2.21008
C -1.25942 4.05700 2.39073
C -3.28288 3.13499 3.37582
N 1.59781 -3.52730 -3.10627
C 0.41297 -3.56316 -3.95590
C 2.59591 -4.52761 -3.47839
H 3.85974 -3.31537 0.53146
H 4.01553 -2.32226 -0.93378
H 4.29651 -4.06460 -0.99789
H 2.56996 -5.59426 -1.00997
H 1.81012 -5.04984 0.48158
H 0.88178 -5.05741 -1.02427
H 0.13370 -1.48441 -3.60325
H 1.74236 -0.87423 -3.69414
H 0.10374 0.83397 -3.80104
H 1.12473 1.12018 -2.40130
H -1.39174 -1.31114 -2.53065
H -2.67417 -0.13788 -2.74289
H -3.03536 -1.75947 -0.81524
H -3.07195 -0.08230 -0.33773
H -1.02625 -2.91856 -1.44282
H -2.57818 -3.79915 -1.32353
H -1.05433 -4.62764 -0.99235
H -2.36968 -4.05329 2.34646
H -1.20581 -5.12697 1.53216
H -2.85175 -4.94882 0.91114
H 0.63211 -3.58366 1.86053
H -0.26939 -3.79564 3.38099
H 1.00620 -2.58340 3.26639
H -2.33842 -0.82342 2.84382
H -1.05616 -0.98938 4.05139
H -2.17680 -2.32493 3.77846
H -1.88566 1.88214 -3.28031
H -0.63859 2.67275 -2.33524
H -3.38704 1.74626 -1.47768
H -2.76272 3.37531 -1.42106
H -4.55549 0.92082 0.18316
H -5.36877 2.15027 -0.82028
H -5.90252 1.83902 0.83310
H -4.08579 4.89921 1.41287
H -5.49354 3.96419 1.96844
H -5.38649 4.50417 0.28955
H -0.53347 3.89685 1.60633
H -0.79008 3.85600 3.35322
H -1.57797 5.10359 2.37736
H -3.67243 4.12043 3.63674
H -2.70370 2.76569 4.22404
H -4.11205 2.45551 3.20015
H -0.44097 -3.11518 -3.45612
H 0.16313 -4.60696 -4.15506
H 0.57353 -3.06809 -4.91605
H 3.53876 -4.34796 -2.97102
H 2.77950 -4.43963 -4.54915
H 2.25547 -5.54547 -3.27750
C 2.87090 0.41815 3.58981
C 3.82352 -0.18042 2.57009
S 3.05052 -0.48113 0.94915
O 1.90896 0.57207 0.82532
C 4.34626 0.19816 -0.09839
C 3.92238 0.29092 -1.55125
H 3.41001 0.53822 4.52849
H 2.01485 -0.22965 3.77582
H 2.51046 1.39513 3.27374
H 4.16159 -1.17157 2.87819
H 4.69801 0.44958 2.41167
H 4.61022 1.17161 0.31948
H 5.19563 -0.47664 0.04072
H 3.53863 -0.65540 -1.93219
H 4.77839 0.58744 -2.15625
H 3.14528 1.04022 -1.67673
C 2.36514 4.16667 1.17093
Sb 1.16202 3.32920 -0.36585
C 2.43757 3.75405 -2.02932
C -0.14743 4.97169 -0.75353
H 3.14181 3.47159 1.48411
H 2.82618 5.06550 0.76448
H 1.75750 4.43203 2.03356
H 2.23028 4.78381 -2.31469
H 2.25658 3.10336 -2.88281
H 3.48071 3.67217 -1.73104
H 0.38524 5.88144 -0.47775
H -1.08164 4.92049 -0.20263
H -0.35911 5.01154 -1.82170
C -0.31566 1.11097 2.25515
H 0.25680 1.97241 2.59929
H 0.13089 0.21524 2.68553
H -1.33648 1.19058 2.59987



no.,largest force on an atom (eV/A),DFT total energy (Eh)
1,8.2,-3174.04040
2,5.0,-3090.34294
3,2.6,-3447.90720
4,0.7,-2474.31510